DFT (ωB97M-V/def2-TZVPD) results for a structure of composition C31H35ClN2Si2Yb.

Its spin multiplicity is 2. For the HOMO energy (spin up / spin down), the calculation gives -8.296 / -8.296 eV. The charge is +1. The value obtained for the HOMO-LUMO gap (spin up / spin down) is 5.0 / 3.8 eV.

Each line ends with the Löwdin charge.
Element x y z (Å)
1 Yb -0.77 -1.42 2.48  1.713
2 Cl -1.71 -3.35 -1.17  0.142
3 Si 0.20 0.82 -1.96  0.674
4 Si -0.90 -1.35 -1.27  0.099
5 N -3.02 -2.04 1.95  -0.074
6 N -1.14 -3.58 3.50  -0.069
7 C -1.60 1.77 -0.01  -0.162
8 C 3.50 -2.30 0.32  -0.082
9 C -0.80 -0.78 4.96  -0.208
10 C -0.87 4.93 -3.54  -0.097
11 C -2.37 -4.26 2.95  -0.219
12 C 1.79 -0.61 -3.86  -0.085
13 C 0.26 -0.04 4.34  -0.186
14 C 2.94 -2.97 -0.77  -0.051
15 C 2.72 -1.39 1.04  -0.094
16 C -2.03 -0.34 4.40  -0.207
17 C 4.22 0.28 -2.78  -0.077
18 C -0.36 2.20 -3.10  -0.242
19 C -3.49 -3.26 2.75  -0.200
20 C -0.89 3.91 0.83  -0.063
21 C -0.32 0.86 3.41  -0.202
22 C 1.78 0.28 -2.76  -0.312
23 C 3.00 0.73 -2.23  -0.097
24 C 1.40 -1.10 0.64  -0.234
25 C 0.46 3.56 0.68  -0.068
26 C 4.23 -0.60 -3.86  -0.089
27 C 0.85 -1.77 -0.47  -0.388
28 C -0.25 1.49 -0.30  -0.370
29 C 1.58 -2.78 -1.11  -0.112
30 C 0.79 2.30 0.19  -0.121
31 C -1.93 4.09 -3.16  -0.084
32 C 0.61 3.03 -3.73  -0.079
33 C 3.01 -1.05 -4.41  -0.075
34 C -1.68 2.72 -3.04  -0.108
35 C -1.73 0.67 3.43  -0.205
36 C -1.92 2.99 0.56  -0.088
37 C 0.37 4.40 -3.90  -0.084
38 H -1.14 4.89 1.22  0.107
39 H 3.54 -3.66 -1.36  0.115
40 H 3.01 1.41 -1.38  0.080
41 H -3.69 -1.29 2.20  0.099
42 H -1.33 -3.42 4.51  0.098
43 H -2.96 3.25 0.78  0.111
44 H 1.26 4.25 0.95  0.110
45 H 1.13 -3.37 -1.92  0.099
46 H -1.55 -1.03 0.03  -0.096
47 H -0.41 -4.28 3.52  0.103
48 H 5.15 0.63 -2.33  0.102
49 H 1.33 -0.12 4.58  0.122
50 H 5.18 -0.94 -4.29  0.106
51 H -2.39 1.11 -0.39  0.089
52 H 1.82 2.01 0.05  0.084
53 H 0.84 -0.27 1.15  0.039
54 H -2.72 -5.03 3.64  0.128
55 H 4.55 -2.48 0.60  0.115
56 H 3.02 -1.74 -5.25  0.104
57 H -2.50 2.03 -2.77  0.101
58 H 0.84 -0.99 -4.27  0.112
59 H -4.32 -3.77 2.23  0.129
60 H -2.46 1.25 2.86  0.113
61 H -3.19 -2.23 0.96  0.036
62 H -2.91 4.51 -2.90  0.106
63 H -1.02 6.01 -3.53  0.103
64 H -3.02 -0.64 4.73  0.115
65 H 3.14 -0.85 1.90  0.109
66 H -1.41 -1.38 -2.64  -0.101
67 H -2.12 -4.75 1.98  0.121
68 H -0.69 -1.45 5.80  0.113
69 H 1.18 5.06 -4.25  0.108
70 H 1.57 2.60 -3.98  0.095
71 H -3.88 -2.93 3.73  0.118
72 H 0.20 1.62 2.84  0.111



DFT (ωB97M-V/def2-TZVPD) results for a structure of composition C31H35ClN2Si2Zn.

For the HOMO energy (spin up / spin down), the calculation gives -4.757 / -4.759 eV. The value obtained for the HOMO-LUMO gap (spin up / spin down) is 4.8 / 4.8 eV.

Each line ends with the Löwdin charge.
Element x y z (Å)
1 Zn -1.25 2.78 0.88  0.585
2 Cl -2.51 0.55 -1.22  0.188
3 Si 0.65 -2.08 -1.44  0.775
4 Si -0.59 0.20 -0.24  0.206
5 N -2.72 3.80 -0.18  -0.036
6 N -2.96 2.27 2.07  -0.012
7 C -1.49 -1.91 1.48  -0.136
8 C -0.15 -0.20 2.57  -0.129
9 C 0.26 -4.34 0.03  -0.148
10 C -0.10 -3.82 -1.23  -0.283
11 C -4.22 2.75 1.50  -0.240
12 C 0.13 4.49 1.15  -0.242
13 C 1.80 -2.25 -2.87  -0.343
14 C 1.75 -1.33 -3.93  -0.098
15 C 0.05 -5.69 0.37  -0.087
16 C 2.66 2.54 -1.69  -0.108
17 C -1.28 5.33 2.77  -0.188
18 C -0.84 -0.65 1.42  -0.361
19 C -0.62 -2.28 3.74  -0.104
20 C 3.78 2.00 -1.06  -0.098
21 C 3.75 -2.41 -4.80  -0.083
22 C 3.62 0.99 -0.10  -0.086
23 C 1.21 1.03 -0.43  -0.333
24 C 1.38 2.06 -1.39  -0.155
25 C 2.83 -3.20 -2.72  -0.107
26 C 3.79 -3.32 -3.72  -0.081
27 C 0.17 3.59 2.30  -0.257
28 C 2.34 0.55 0.27  -0.141
29 C -0.05 -1.00 3.72  -0.089
30 C -3.97 4.00 0.69  -0.195
31 C 2.73 -1.43 -4.93  -0.077
32 C -1.04 -6.03 -1.78  -0.073
33 C -0.62 -6.52 -0.53  -0.092
34 C -0.66 4.20 3.33  -0.167
35 C -0.73 5.60 1.49  -0.175
36 C -1.31 -2.73 2.61  -0.108
37 C -0.76 -4.69 -2.14  -0.075
38 H 4.47 0.55 0.41  0.097
39 H -2.81 2.75 2.95  0.081
40 H -1.55 -6.69 -2.50  0.104
41 H -2.14 -2.22 0.66  0.101
42 H -4.81 4.30 0.05  0.116
43 H -1.76 -3.73 2.60  0.105
44 H 0.94 -0.58 -3.95  0.099
45 H -2.05 5.97 3.27  0.095
46 H 1.85 -1.79 -0.56  0.052
47 H -4.95 2.99 2.26  0.111
48 H 4.78 2.33 -1.33  0.095
49 H 0.77 -3.67 0.75  0.094
50 H 0.44 -6.05 1.34  0.117
51 H -4.63 1.97 0.81  0.115
52 H 2.86 -3.80 -1.78  0.111
53 H -0.48 -2.94 4.59  0.098
54 H 0.29 0.81 2.62  0.075
55 H 2.69 -0.76 -5.80  0.104
56 H -0.65 3.92 4.39  0.090
57 H -2.36 4.71 -0.51  0.102
58 H -3.74 4.81 1.37  0.096
59 H 2.77 3.38 -2.38  0.102
60 H 0.85 4.48 0.33  0.091
61 H 2.21 -0.12 1.13  0.093
62 H -2.98 1.27 2.27  0.093
63 H 0.51 2.56 -1.85  0.090
64 H 0.92 2.83 2.46  0.082
65 H 4.51 -2.47 -5.55  0.083
66 H 0.44 -0.62 4.62  0.106
67 H 4.53 -4.13 -3.68  0.108
68 H -0.82 -7.54 -0.26  0.094
69 H -0.32 -0.78 -1.53  -0.075
70 H -0.82 6.54 0.93  0.090
71 H -2.98 3.23 -0.98  0.031
72 H -1.02 -4.33 -3.15  0.109



DFT (ωB97M-V/def2-TZVPD) results for a structure of composition C31H35F9N4OP2Pt.

Its spin multiplicity is 3. For the HOMO energy (spin up / spin down), the calculation gives -7.883 / -7.881 eV. The value obtained for the HOMO-LUMO gap (spin up / spin down) is 6.0 / 5.4 eV.

Each line ends with the Löwdin charge.
Element x y z (Å)
1 Pt -0.49 -0.91 0.62  0.704
2 P -1.35 1.19 0.37  0.998
3 P 1.10 -0.34 -0.96  1.033
4 F 2.34 1.76 4.92  0.120
5 F 3.12 -0.81 4.47  0.120
6 F 2.42 3.16 3.24  0.120
7 F 4.14 3.02 4.61  0.114
8 F 4.80 2.88 1.68  0.127
9 F 5.60 0.85 1.40  0.118
10 F 4.98 -1.01 3.35  0.129
11 F 4.88 0.37 5.08  0.116
12 F 6.07 1.96 3.23  0.128
13 O 2.84 0.69 2.18  -0.148
14 N 1.54 -2.04 -1.38  -0.222
15 N -1.11 2.89 0.90  -0.209
16 N 2.78 0.17 -1.45  -0.215
17 N -2.95 0.87 1.26  -0.203
18 C -4.21 1.47 1.17  -0.127
19 C 4.76 1.29 -1.34  -0.080
20 C 3.16 2.30 3.97  -0.473
21 C -1.21 -1.87 -3.19  -0.133
22 C -2.28 -1.00 -3.80  -0.166
23 C 1.33 -3.00 -0.37  -0.180
24 C -4.40 -0.42 2.44  -0.074
25 C -1.78 5.05 1.14  -0.077
26 C 0.13 0.79 -2.03  -0.317
27 C -3.56 -0.81 -2.93  -0.177
28 C -1.76 3.97 0.27  -0.156
29 C -1.16 4.63 2.35  -0.065
30 C -1.16 1.43 -1.43  -0.334
31 C 4.19 -0.12 4.00  -0.477
32 C -2.90 -3.59 -2.37  -0.172
33 C 3.65 0.88 -0.61  -0.106
34 C -0.82 3.29 2.21  -0.105
35 C 1.42 -4.27 -0.93  -0.091
36 C 5.08 1.71 2.32  -0.481
37 C -3.07 -0.25 2.10  -0.207
38 C 4.60 0.79 -2.67  -0.080
39 C 3.75 1.11 3.01  -0.370
40 C -3.41 -3.14 -1.00  -0.163
41 C 1.91 -2.73 -2.53  -0.140
42 C -5.12 0.66 1.85  -0.076
43 C -3.35 -0.71 -1.44  -0.134
44 C -1.51 -3.04 -2.61  -0.083
45 C 3.37 0.12 -2.71  -0.166
46 C -3.00 -1.74 -0.67  -0.145
47 C 0.01 -0.42 2.61  -0.245
48 C 1.87 -4.10 -2.28  -0.072
49 H 5.58 1.88 -0.97  0.093
50 H 0.83 1.58 -2.32  0.103
51 H 0.83 -1.06 2.99  0.008
52 H -2.07 3.88 -0.76  0.090
53 H 3.38 0.98 0.42  0.054
54 H -4.27 -1.60 -3.20  0.103
55 H 2.88 -0.38 -3.54  0.080
56 H -4.07 0.10 -3.28  0.115
57 H -3.00 -3.80 -0.22  0.114
58 H -2.61 -1.41 -4.78  0.129
59 H -3.59 -3.24 -3.13  0.091
60 H -4.78 -1.21 3.06  0.101
61 H 0.44 0.58 2.47  -0.038
62 H -0.18 0.21 -2.90  0.040
63 H 1.15 -5.16 -0.37  0.103
64 H -1.18 2.50 -1.67  0.071
65 H -2.91 -4.68 -2.43  0.118
66 H -6.18 0.79 1.93  0.092
67 H 2.17 -2.22 -3.45  0.095
68 H -0.71 -3.73 -2.34  0.090
69 H 2.14 -4.87 -2.99  0.102
70 H -2.24 -0.95 2.25  0.039
71 H 1.15 -2.70 0.67  0.070
72 H -2.24 6.01 0.95  0.099
73 H -0.30 2.61 2.86  0.097
74 H -4.51 -3.24 -0.93  0.132
75 H -0.17 -1.64 -3.45  0.080
76 H -3.61 0.25 -0.99  0.077
77 H -0.73 -0.33 3.43  0.022
78 H -1.02 5.25 3.23  0.102
79 H -1.88 0.00 -4.06  0.097
80 H -2.47 -1.66 0.31  0.029
81 H -2.04 0.98 -1.92  0.049
82 H 5.31 0.88 -3.48  0.092
83 H -4.34 2.38 0.60  0.106



DFT (ωB97M-V/def2-TZVPD) results for a structure of composition C31H35N15O7SSn.

For the HOMO energy, the calculation gives -7.119 eV. The value obtained for the HOMO-LUMO gap is 7.1 eV.

Each line ends with the Löwdin charge.
Element x y z (Å)
1 Sn 0.29 0.44 0.03  1.514
2 S -0.29 -3.49 -3.50  1.008
3 O -0.30 0.94 2.49  -0.159
4 O 4.01 -1.57 -1.52  0.031
5 O -2.54 -1.86 5.50  0.123
6 O -0.85 -1.45 1.10  -0.205
7 O 2.20 -0.27 -1.32  -0.226
8 O -0.47 0.33 5.40  0.074
9 O -1.83 -3.46 3.08  0.026
10 N 1.48 4.19 2.74  0.129
11 N -1.85 2.48 0.83  -0.094
12 N 1.56 2.92 4.72  0.142
13 N -2.88 1.38 -1.54  0.182
14 N -0.36 5.14 -1.27  0.164
15 N -4.75 0.62 -0.59  0.160
16 N 0.15 3.00 -0.98  0.059
17 N 2.26 2.14 2.64  0.053
18 N 2.30 2.62 1.42  0.018
19 N 1.75 3.07 3.38  -0.288
20 N 0.87 -5.10 2.63  0.222
21 N 0.43 -4.40 0.49  0.231
22 N -0.37 -1.84 -1.57  -0.069
23 N 2.53 -5.26 1.04  0.095
24 N 2.23 -0.56 1.31  0.003
25 C -1.61 -2.26 3.28  -0.301
26 C 3.83 -2.48 1.17  -0.139
27 C 2.91 3.78 -3.32  -0.085
28 C -5.82 -0.36 -2.68  -0.028
29 C -0.95 -0.32 4.48  -0.276
30 C -3.55 1.26 -0.42  -0.308
31 C 2.16 2.97 -2.50  0.002
32 C 3.31 -4.71 -0.07  -0.153
33 C -3.68 0.81 -2.51  -0.228
34 C 4.35 -3.70 0.39  -0.176
35 C 2.71 -1.69 0.50  -0.308
36 C -3.11 1.80 0.91  -0.138
37 C -1.53 -3.68 -2.32  -0.398
38 C -0.68 3.95 -0.66  -0.325
39 C 3.05 -1.12 -0.91  -0.640
40 C 1.06 3.55 -1.86  -0.235
41 C 2.59 5.13 -3.52  -0.098
42 C 1.29 -4.89 1.39  -0.433
43 C -1.82 -1.54 4.59  -0.278
44 C -0.74 -0.10 3.05  -0.345
45 C 1.85 3.88 1.50  -0.220
46 C -1.06 -1.30 2.35  -0.337
47 C 1.51 5.72 -2.89  -0.030
48 C -5.59 -0.48 -4.04  -0.103
49 C -1.42 -2.71 -1.38  -0.272
50 C 0.76 4.91 -2.06  -0.202
51 C -4.44 0.06 -4.63  -0.100
52 C -4.86 0.30 -1.93  -0.197
53 C -1.83 3.81 0.29  -0.133
54 C -3.47 0.71 -3.89  -0.017
55 C 0.30 -2.12 -2.64  -0.467
56 H 0.77 -4.20 -0.43  0.089
57 H 1.27 6.77 -3.04  0.106
58 H 3.48 -2.78 2.17  0.109
59 H -1.75 4.60 1.04  0.127
60 H -0.08 -4.82 2.90  0.107
61 H 3.77 3.37 -3.84  0.102
62 H -0.29 -3.74 0.81  0.101
63 H -0.84 6.01 -1.16  0.160
64 H -2.58 1.13 -4.33  0.112
65 H 4.84 -3.33 -0.51  0.103
66 H 2.64 -4.25 -0.80  0.112
67 H 3.08 -5.65 1.78  0.152
68 H 3.81 -5.54 -0.57  0.126
69 H 1.12 3.75 5.08  0.095
70 H 1.00 2.08 4.92  0.078
71 H -6.31 -1.00 -4.66  0.098
72 H -5.40 0.39 0.13  0.161
73 H -1.30 2.35 1.68  0.071
74 H -2.25 -4.48 -2.40  0.067
75 H 5.10 -4.21 1.01  0.114
76 H 1.48 -5.49 3.33  0.125
77 H 4.69 -1.82 1.32  0.127
78 H 2.40 1.93 -2.33  0.095
79 H -3.00 0.97 1.61  0.126
80 H 2.01 -0.83 2.27  0.096
81 H -4.31 -0.04 -5.70  0.097
82 H -3.93 2.44 1.29  0.127
83 H 3.21 5.73 -4.17  0.099
84 H 1.18 -1.57 -2.96  0.078
85 H -2.76 3.98 -0.26  0.128
86 H 1.83 4.57 0.68  0.102
87 H -6.72 -0.77 -2.23  0.106
88 H 1.85 -2.33 0.33  0.109
89 H -2.06 -2.57 -0.52  0.106
90 H 2.92 0.18 1.36  0.070



Let's list relative energy (zero: lowest compared OMol25 entry of this formula, charge and spin) in order: 18.69, 0.00, 0.00, 34.05 kcal per mole.
Let's list largest force on an atom in order: 3.31, 6.79, 4.44, 0.88 eV/A.
Let's list calculated total energy in order: -95495.5687, -112387.6257, -86996.5175, -86067.2155 eV.